{"formula": "C28H45BrN2OP2W", "method": "ωB97M-V/def2-TZVPD", "gap_ev": [2.7, 2.5], "lumo_energy_ev": [-14.63, -14.85], "multiplicity": 3, "total_charge": 4, "e_above_lowest_kcal_mol": 19.1, "homo_energy_ev": [-17.377, -17.342], "energy_ha": -4600.5620, "elements": ["C", "C", "C", "C", "N", "C", "C", "C", "C", "C", "C", "C", "C", "C", "W", "P", "H", "H", "H", "H", "H", "H", "H", "H", "C", "C", "H", "H", "H", "H", "H", "C", "C", "H", "H", "H", "H", "H", "C", "C", "H", "H", "H", "H", "H", "Br", "P", "C", "C", "H", "H", "H", "H", "H", "C", "C", "H", "H", "H", "H", "H", "C", "C", "H", "H", "H", "H", "H", "C", "N", "C", "C", "O", "H", "H", "H", "H", "H", "H", "H"], "xyz": [[6.854, -3.424, -3.787], [6.985, -2.020, -3.576], [8.274, -1.470, -3.748], [9.327, -2.304, -4.142], [9.161, -3.599, -4.355], [7.974, -4.163, -4.180], [5.867, -1.197, -3.144], [4.791, -0.870, -2.625], [3.665, -1.192, -1.764], [2.361, -1.232, -2.315], [1.244, -1.379, -1.423], [1.577, -1.246, -0.114], [2.762, -1.276, 0.496], [3.835, -0.927, -0.377], [2.738, 0.691, -1.474], [0.477, 1.302, -2.339], [8.462, -0.411, -3.570], [5.906, -3.932, -3.643], [10.325, -1.892, -4.289], [7.895, -5.231, -4.356], [4.857, -0.742, -0.014], [2.279, -1.295, -3.385], [2.914, -1.406, 1.565], [0.238, -1.593, -1.775], [-0.820, 2.325, -1.505], [-1.311, 3.596, -2.191], [-0.429, 2.577, -0.507], [-1.665, 1.642, -1.304], [-2.141, 4.012, -1.604], [-0.530, 4.365, -2.239], [-1.684, 3.408, -3.203], [1.683, 2.339, -3.237], [1.993, 1.853, -4.650], [2.651, 2.457, -2.655], [1.201, 3.326, -3.201], [2.951, 2.280, -4.967], [2.090, 0.763, -4.705], [1.227, 2.172, -5.363], [-0.579, 0.368, -3.500], [-1.586, 1.139, -4.357], [-1.110, -0.387, -2.894], [0.104, -0.205, -4.139], [-2.002, 0.444, -5.100], [-2.422, 1.516, -3.754], [-1.129, 1.975, -4.902], [1.314, 1.255, 0.640], [3.901, 4.521, 1.572], [2.788, 4.968, 0.173], [2.557, 6.485, 0.073], [1.836, 4.432, 0.312], [3.264, 4.595, -0.747], [2.136, 6.739, -0.906], [1.854, 6.836, 0.837], [3.492, 7.047, 0.186], [2.755, 3.770, 2.815], [3.144, 4.124, 4.258], [2.734, 2.681, 2.658], [1.750, 4.163, 2.598], [2.389, 3.745, 4.955], [4.107, 3.688, 4.540], [3.203, 5.208, 4.400], [4.919, 3.135, 0.925], [6.278, 3.639, 0.415], [4.356, 2.609, 0.134], [5.063, 2.438, 1.768], [6.951, 2.794, 0.252], [6.181, 4.175, -0.535], [6.756, 4.306, 1.142], [-3.643, -4.309, -2.033], [-3.352, -3.637, -0.783], [-3.896, -4.174, 0.460], [-2.541, -2.549, -0.808], [-2.060, -2.102, -1.848], [-4.284, -5.163, -1.812], [-2.716, -4.641, -2.512], [-4.146, -3.627, -2.726], [-3.086, -4.387, 1.174], [-4.572, -3.449, 0.938], [-4.446, -5.093, 0.229], [-2.363, -2.125, 0.217]], "forces_ev_per_a": [[-0.6, 0.2, -0.2], [0.4, 0.7, -0.2], [0.1, 0.2, 0.2], [-0.5, 0.5, 0.2], [0.4, -0.3, -0.2], [-0.6, 0.7, 0.4], [0.5, -2.2, 0.2], [-0.9, 0.3, 0.3], [2.0, 0.8, -1.3], [-0.3, -1.7, -1.1], [0.6, 0.3, -1.2], [-2.5, -0.7, -0.2], [3.3, 0.7, 0.4], [0.9, -1.3, 2.0], [-3.5, 0.4, 1.0], [-1.7, 0.6, -0.6], [-0.1, -0.3, -0.1], [0.1, 0.1, -0.1], [-0.2, -0.1, 0.0], [0.0, 0.1, 0.0], [-0.5, -0.2, 0.0], [-0.3, -0.4, -0.2], [-0.1, 0.1, 0.1], [-0.6, 0.2, -0.1], [0.4, -0.1, 1.6], [0.1, 0.3, -0.6], [-0.3, 0.1, -0.5], [0.4, 0.0, -0.3], [0.3, -0.2, -0.1], [-0.2, -0.1, 0.0], [0.1, 0.2, 0.3], [-0.7, -0.4, -0.2], [0.6, 0.0, -0.3], [0.3, 0.4, 0.1], [0.7, 0.2, 0.2], [-0.2, 0.0, -0.1], [-0.1, 0.2, 0.0], [0.1, 0.0, 0.2], [0.9, -1.3, -0.2], [-0.2, 0.5, 0.0], [0.0, 0.1, 0.1], [-0.1, 0.0, -0.1], [0.2, 0.1, 0.3], [0.2, -0.2, -0.2], [-0.2, -0.2, 0.1], [0.9, 1.1, 0.3], [-2.1, -2.2, -0.9], [0.5, 0.7, -0.2], [-0.2, 0.3, -0.1], [0.3, 0.0, 0.2], [0.1, 0.1, 0.2], [0.1, 0.0, 0.2], [0.2, -0.1, -0.1], [-0.2, -0.1, -0.1], [0.1, 0.8, 0.8], [0.0, 0.0, 0.4], [0.3, 0.3, -0.2], [0.3, 0.0, 0.0], [0.2, 0.0, -0.2], [-0.1, 0.1, 0.0], [0.0, -0.2, 0.0], [1.0, 0.4, 0.8], [0.2, -0.2, -0.3], [-0.2, 0.2, 0.1], [-0.1, 0.2, -0.3], [0.0, 0.1, 0.0], [0.0, 0.0, 0.2], [-0.1, -0.2, -0.2], [-0.1, 0.0, -0.5], [1.1, 1.4, 0.1], [0.0, 0.3, 0.6], [-1.6, -1.9, 1.1], [1.1, 0.9, -0.3], [0.1, 0.1, -0.3], [-0.2, -0.1, 0.1], [0.0, -0.2, 0.1], [-0.3, -0.1, -0.2], [0.0, -0.3, -0.2], [0.2, 0.3, 0.2], [0.0, -0.1, -0.7]]}

***

{"formula": "C28H45F9OP2Sc", "method": "ωB97M-V/def2-TZVPD", "gap_ev": [5.7, 5.5], "lumo_energy_ev": [-4.93, -4.98], "total_charge": 1, "homo_energy_ev": [-10.662, -10.521], "energy_ha": -3510.9853, "elements": ["Sc", "C", "C", "C", "C", "C", "C", "H", "H", "H", "C", "H", "H", "H", "C", "H", "H", "H", "C", "H", "H", "H", "C", "H", "H", "H", "C", "C", "C", "C", "C", "C", "C", "C", "H", "H", "H", "H", "H", "H", "H", "H", "H", "H", "H", "H", "P", "C", "H", "H", "H", "C", "H", "H", "H", "C", "H", "H", "H", "P", "C", "H", "H", "H", "C", "H", "H", "H", "C", "H", "H", "H", "F", "C", "F", "F", "C", "O", "C", "F", "F", "F", "C", "F", "F", "F"], "xyz": [[-0.728, -0.157, -1.066], [-2.427, 1.948, -0.131], [-2.851, 0.990, -1.114], [-2.809, -0.052, 0.969], [-2.441, 1.304, 1.131], [-3.015, -0.285, -0.421], [-2.423, 3.428, -0.314], [-2.434, 3.729, -1.366], [-1.569, 3.921, 0.177], [-3.328, 3.848, 0.147], [-2.435, 1.996, 2.439], [-2.528, 3.080, 2.308], [-1.521, 1.811, 3.011], [-3.285, 1.635, 3.033], [-3.196, -1.005, 2.035], [-4.263, -0.911, 2.291], [-2.625, -0.827, 2.947], [-3.034, -2.040, 1.719], [-3.309, -1.612, -1.020], [-3.948, -1.536, -1.911], [-3.793, -2.266, -0.286], [-2.371, -2.120, -1.324], [-3.533, 1.335, -2.382], [-4.516, 1.773, -2.152], [-3.708, 0.439, -2.984], [-2.973, 2.070, -2.969], [1.293, 0.573, -1.508], [0.398, 1.546, -1.918], [-0.135, 1.690, -3.322], [-0.791, 0.463, -4.020], [-1.164, -0.744, -3.164], [-0.213, -1.591, -2.600], [1.236, -1.526, -3.040], [2.045, -0.358, -2.430], [0.675, 2.035, -3.980], [-0.120, 0.143, -4.844], [-0.811, 2.559, -3.353], [2.536, 0.198, -3.244], [1.771, 0.746, -0.533], [0.287, 2.442, -1.291], [2.893, -0.764, -1.863], [1.713, -2.491, -2.786], [-0.495, -2.522, -2.053], [1.358, -1.472, -4.129], [-1.698, 0.830, -4.541], [-2.211, -1.080, -3.311], [2.164, 3.622, 0.524], [1.477, 3.209, 2.178], [1.875, 3.876, 2.943], [1.702, 2.174, 2.452], [0.387, 3.316, 2.135], [3.858, 2.952, 0.762], [4.521, 3.769, 1.067], [4.191, 2.542, -0.204], [3.866, 2.141, 1.502], [2.412, 5.447, 0.525], [2.383, 5.781, -0.528], [3.390, 5.689, 0.974], [1.588, 5.938, 1.067], [0.734, -4.564, -0.512], [0.138, -6.122, -1.254], [0.967, -6.813, -1.452], [-0.326, -5.824, -2.205], [-0.647, -6.603, -0.660], [2.512, -4.595, -0.959], [2.740, -4.159, -1.946], [2.876, -5.625, -0.913], [3.031, -3.980, -0.207], [0.882, -4.924, 1.282], [1.185, -5.963, 1.438], [-0.080, -4.734, 1.779], [1.619, -4.259, 1.760], [2.956, -2.373, 2.016], [2.461, -1.142, 1.674], [3.047, -0.255, 2.540], [3.015, -0.863, 0.453], [0.975, -1.097, 1.657], [0.278, -0.902, 0.606], [0.336, -1.324, 2.978], [1.173, -1.620, 4.002], [-0.325, -0.175, 3.371], [-0.603, -2.323, 2.975], [0.902, 2.021, 5.006], [0.501, 1.111, 5.904], [2.188, 2.346, 5.270], [0.142, 3.130, 5.161]], "forces_ev_per_a": [[-3.9, -0.2, 8.8], [-0.3, -0.9, -0.4], [0.6, -0.9, 0.6], [0.2, 0.5, -1.1], [-0.1, -0.5, -0.4], [0.1, 1.5, 0.0], [0.2, 0.4, 0.1], [0.1, -0.1, 0.1], [-0.2, -0.2, -0.2], [0.2, 0.0, -0.1], [0.3, 0.3, 0.4], [0.0, -0.2, 0.1], [-0.1, 0.0, 0.0], [0.2, 0.2, 0.0], [0.3, -0.4, 0.5], [0.2, 0.1, -0.2], [-0.1, -0.1, -0.1], [0.0, 0.1, 0.2], [-0.3, -0.3, -0.2], [0.2, -0.1, 0.2], [0.1, 0.1, -0.3], [-0.4, -0.3, 0.1], [-0.4, 0.3, -0.4], [0.2, -0.1, -0.2], [-0.1, 0.2, -0.1], [-0.2, -0.1, -0.1], [1.8, 3.7, -1.3], [3.0, 0.9, -0.6], [-0.2, 0.5, -0.2], [-0.3, 0.0, -0.7], [0.9, -2.2, -2.7], [-1.0, -1.1, -4.1], [0.7, -0.4, 0.4], [0.6, -0.6, 0.2], [0.2, -0.2, 0.3], [-0.2, -0.1, 0.6], [-0.1, -0.5, 0.2], [-0.5, 0.3, 0.2], [-0.5, -0.1, -0.4], [-0.1, -0.6, 0.2], [-0.4, 0.0, 0.0], [-0.4, 0.5, 0.2], [0.0, 0.7, -0.2], [-0.7, 0.1, 0.1], [0.4, -0.3, 0.5], [0.6, 0.4, 1.0], [-0.5, -0.7, -0.2], [-0.3, 0.5, 0.0], [0.0, -0.1, 0.1], [0.1, 0.1, -0.2], [0.1, 0.0, 0.2], [0.2, 0.0, -0.5], [0.1, -0.4, 0.0], [0.2, 0.2, 0.4], [0.0, 0.3, -0.2], [0.1, -0.1, -0.1], [0.1, 0.0, 0.6], [-0.5, 0.2, -0.1], [0.4, -0.1, -0.1], [-0.1, 0.8, 0.2], [-0.2, 0.0, -0.4], [-0.3, 0.0, 0.1], [0.2, -0.4, 0.1], [0.2, 0.1, 0.0], [0.3, 0.2, 0.0], [-0.2, -0.3, 0.3], [0.2, 0.2, 0.0], [0.0, -0.2, -0.3], [-0.1, 0.0, 0.2], [0.0, 0.1, 0.1], [0.3, -0.2, -0.2], [-0.3, -0.3, -0.3], [-0.4, 0.8, -0.1], [2.0, -0.1, -0.3], [-0.7, -0.6, -0.5], [-0.7, -0.2, 0.6], [0.7, -0.4, 0.8], [-0.7, 0.2, -1.6], [-1.2, -0.1, 1.7], [-0.2, 0.2, -1.1], [0.2, -0.7, -0.3], [0.6, 0.8, -0.3], [0.3, 1.1, 2.6], [0.2, 0.4, -1.1], [-1.1, -0.4, -0.7], [0.5, -1.0, -0.7]]}

***

{"formula": "C28H45N10OsSSi", "method": "ωB97M-V/def2-TZVPD", "gap_ev": [6.7, 6.4], "lumo_energy_ev": [-8.79, -9.70], "multiplicity": 5, "total_charge": 3, "e_above_lowest_kcal_mol": 0.0, "homo_energy_ev": [-15.472, -16.137], "energy_ha": -2418.9221, "elements": ["Os", "C", "Si", "C", "C", "C", "C", "C", "C", "N", "C", "S", "H", "H", "H", "H", "H", "H", "H", "H", "H", "H", "H", "H", "C", "N", "C", "C", "N", "C", "C", "C", "C", "C", "C", "N", "C", "N", "C", "C", "N", "C", "C", "N", "C", "C", "H", "H", "H", "H", "H", "H", "H", "H", "H", "H", "H", "H", "H", "H", "H", "H", "H", "H", "H", "H", "H", "H", "H", "H", "H", "H", "H", "H", "N", "C", "C", "N", "C", "C", "N", "H", "H", "H", "H", "H"], "xyz": [[0.118, -0.005, 0.048], [-3.460, -3.801, 1.600], [-2.056, -4.528, 2.572], [-2.424, -4.750, 4.371], [-1.171, -5.940, 1.776], [-0.647, -2.994, 2.616], [-0.226, -2.435, 3.874], [0.193, -1.101, 3.999], [-0.015, -0.044, 3.159], [-0.875, -0.041, 2.001], [-0.316, -2.743, 1.420], [0.068, -2.441, -0.130], [-4.266, -4.531, 1.505], [-3.161, -3.519, 0.589], [-3.878, -2.930, 2.110], [-3.267, -5.442, 4.449], [-2.721, -3.826, 4.866], [-1.591, -5.198, 4.914], [-1.788, -6.839, 1.839], [-0.234, -6.155, 2.293], [-0.957, -5.761, 0.722], [-0.198, -3.078, 4.740], [0.736, -0.855, 4.906], [0.452, 0.909, 3.357], [2.991, -1.081, -2.268], [1.732, -1.664, -2.720], [1.807, -3.089, -3.054], [0.602, -0.962, -2.769], [0.455, 0.131, -1.926], [-0.041, 1.329, -2.517], [0.045, 1.620, -3.876], [-0.602, 2.733, -4.385], [-1.360, 3.543, -3.545], [-1.395, 3.295, -2.183], [-0.680, 2.224, -1.654], [-0.598, 1.883, -0.267], [-0.826, 2.807, 0.695], [-1.260, 2.368, 1.905], [-1.046, 3.139, 3.141], [-1.879, 1.081, 2.022], [-0.616, 4.118, 0.534], [0.447, 4.671, -0.299], [-1.509, 5.137, 1.100], [-0.394, -1.317, -3.582], [-0.171, -1.945, -4.887], [-1.784, -0.956, -3.315], [2.934, 0.000, -2.303], [3.782, -1.417, -2.937], [3.226, -1.413, -1.254], [2.406, -3.576, -2.285], [2.283, -3.251, -4.020], [0.814, -3.527, -3.055], [0.598, 0.971, -4.542], [-0.539, 2.953, -5.441], [-1.914, 4.377, -3.951], [-1.982, 3.932, -1.539], [-0.149, 3.745, 3.044], [-0.912, 2.444, 3.966], [-1.895, 3.778, 3.376], [-2.558, 0.901, 1.186], [-2.439, 1.046, 2.957], [-1.419, -0.905, 2.026], [1.107, 3.883, -0.646], [1.017, 5.375, 0.309], [0.037, 5.197, -1.160], [-2.442, 4.686, 1.425], [-1.735, 5.849, 0.306], [-1.043, 5.677, 1.924], [0.875, -1.869, -5.167], [-0.768, -1.400, -5.618], [-0.482, -2.989, -4.895], [-1.897, -0.614, -2.290], [-2.401, -1.842, -3.466], [-2.115, -0.172, -3.997], [4.749, 3.022, -0.349], [4.131, 2.027, 0.305], [2.796, 1.657, 0.029], [2.215, 0.672, 0.703], [2.919, 0.021, 1.639], [4.231, 0.399, 1.893], [4.828, 1.380, 1.246], [4.323, 3.521, -1.109], [5.710, 3.221, -0.120], [2.223, 2.133, -0.755], [2.439, -0.787, 2.172], [4.815, -0.120, 2.645]], "forces_ev_per_a": [[-0.3, -0.1, -0.1], [0.1, 0.0, 0.0], [0.0, 0.0, 0.0], [0.0, 0.0, 0.0], [0.0, 0.0, 0.0], [-0.2, 0.0, 0.1], [0.0, 0.0, -0.1], [0.0, 0.1, 0.0], [0.0, 0.0, 0.1], [-0.1, 0.0, 0.0], [0.2, -0.2, -0.1], [0.1, 0.1, 0.3], [0.0, -0.1, 0.0], [0.0, 0.0, 0.0], [0.0, 0.0, 0.0], [0.0, 0.0, 0.0], [0.0, 0.0, 0.0], [0.0, 0.0, 0.0], [0.0, 0.0, 0.0], [0.0, 0.0, 0.0], [0.0, 0.0, 0.0], [0.0, 0.0, 0.0], [0.0, 0.0, 0.0], [0.0, 0.0, 0.0], [0.0, 0.0, 0.1], [-0.2, 0.0, 0.0], [0.0, 0.0, 0.0], [0.0, -0.1, -0.1], [0.0, 0.1, 0.0], [-0.1, 0.1, 0.0], [0.0, 0.0, 0.1], [0.0, 0.0, 0.0], [0.0, 0.0, 0.0], [0.0, 0.0, 0.0], [0.1, -0.1, -0.1], [0.0, 0.1, 0.0], [0.1, 0.0, 0.0], [0.0, 0.0, -0.1], [0.0, 0.0, 0.0], [-0.1, 0.0, 0.0], [0.0, -0.1, 0.1], [0.0, 0.0, 0.0], [0.0, 0.0, 0.0], [0.1, -0.1, 0.2], [0.0, 0.0, 0.0], [0.0, 0.0, 0.0], [0.0, 0.1, 0.0], [0.0, 0.0, 0.0], [0.0, 0.0, 0.0], [0.0, 0.0, 0.0], [0.0, 0.0, 0.0], [0.0, 0.0, 0.0], [0.0, 0.0, 0.0], [0.0, 0.0, 0.0], [0.0, 0.0, 0.0], [0.0, 0.0, 0.0], [0.0, 0.0, 0.0], [0.0, 0.0, 0.0], [0.0, 0.0, 0.0], [0.0, 0.0, 0.0], [0.0, 0.0, 0.0], [0.0, 0.0, 0.0], [0.0, 0.0, 0.0], [0.0, 0.0, 0.0], [0.0, 0.0, 0.0], [0.0, 0.0, 0.0], [0.0, 0.0, 0.0], [0.0, 0.0, 0.0], [0.0, 0.0, 0.0], [0.0, 0.0, 0.0], [0.0, 0.0, 0.0], [0.0, 0.0, 0.0], [0.0, 0.0, 0.0], [0.0, 0.0, 0.0], [0.0, 0.0, 0.0], [0.0, 0.0, 0.0], [0.1, 0.0, 0.0], [0.1, -0.2, -0.1], [0.0, 0.0, 0.0], [0.0, 0.0, 0.0], [0.0, 0.0, 0.0], [0.0, 0.0, 0.0], [0.0, 0.0, 0.0], [0.0, 0.0, 0.0], [0.0, 0.0, 0.0], [0.0, 0.0, 0.0]]}